No. 1
Below is one molecule with the formula C4H9NS at a distorted geometry, with properties calculated with ωB97M-V with the def2-TZVPD basis set.

Structure (ORCA input):
```
! RIJCOSX wB97M-V def2-TZVPD def2/J DEFGRID3
* xyz 0 1
N -1.073 1.657 1.520
S -0.860 0.388 0.687
C 0.537 -0.359 1.211
C 1.073 -1.050 -0.029
C 0.998 -0.009 -1.116
C -0.477 0.328 -1.070
H -2.050 1.762 1.658
H -2.442 0.108 0.563
H 0.652 -0.713 2.228
H 2.074 -1.318 0.256
H 0.670 -2.094 -0.028
H 1.466 0.969 -0.709
H 1.354 -0.408 -2.040
H -0.858 1.170 -1.638
H -1.063 -0.434 -1.493
*
```

Frontier orbital gap ... 8.48 eV
Energy relative to the best compared isomer or geometry (same formula, charge and spin) ... 540.0 kJ/mol
Electronic energy ... -16613.8575 eV
Molar mass ... 103.19 g mol⁻¹

Löwdin population analysis, charges in e, atoms 1 to 5: N -0.337; S 0.751; C -0.286; C -0.317; C -0.226

---

No. 2
Below is CH4FOTl as an isolated structure at a distorted geometry, with properties calculated with ωB97M-V with the def2-TZVPD basis set.

Structure (ORCA input):
```
! RIJCOSX wB97M-V def2-TZVPD def2/J DEFGRID3
* xyz 2 1
F 0.743 -1.094 -0.627
Tl -0.146 -0.461 0.918
O -1.002 1.080 1.297
H -1.846 1.374 0.958
C 0.618 -0.754 -2.068
H 0.306 -1.684 -2.548
H 1.576 -0.309 -2.347
H -0.170 -0.032 -2.283
*
```

Frontier orbital gap ... 9.22 eV
Electronic energy ... -10534.1164 eV
Molar mass ... 255.42 g mol⁻¹

Löwdin population analysis, charges in e, atoms 1 to 5: F -0.192; Tl 1.758; O -0.190; H 0.090; C 0.148

---

No. 3
Below is C54H50CaN3OP2SeSi as an isolated structure at a distorted geometry, with properties calculated with ωB97M-V with the def2-TZVPD basis set.

Structure (ORCA input):
```
! RIJCOSX wB97M-V def2-TZVPD def2/J DEFGRID3
* xyz -1 1
Ca 1.427 -0.608 -1.764
C -2.180 3.460 -1.691
Si -1.744 2.022 -0.534
C -3.323 1.637 0.526
C -4.125 2.746 0.818
C -5.312 2.651 1.523
C -5.753 1.409 1.949
C -4.968 0.294 1.714
C -3.751 0.386 1.031
P -2.643 -1.098 0.954
C -3.136 -1.988 2.497
C -3.735 -3.244 2.539
C -4.028 -3.843 3.759
C -3.721 -3.202 4.949
C -3.103 -1.959 4.917
C -2.808 -1.365 3.703
C -3.466 -2.183 -0.290
C -2.719 -3.261 -0.769
C -3.261 -4.133 -1.700
C -4.551 -3.935 -2.171
C -5.287 -2.846 -1.724
C -4.745 -1.969 -0.794
C -0.594 2.773 0.795
C -0.899 4.111 1.079
C -0.243 4.833 2.059
C 0.778 4.234 2.781
C 1.114 2.923 2.505
C 0.436 2.179 1.534
P 0.889 0.405 1.338
C 2.722 0.488 1.094
C 3.463 -0.698 1.067
C 4.823 -0.685 0.781
C 5.460 0.514 0.487
C 4.727 1.691 0.473
C 3.371 1.682 0.769
C 0.785 -0.051 3.134
C -0.279 0.453 3.889
C -0.430 0.125 5.226
C 0.467 -0.735 5.844
C 1.505 -1.273 5.100
C 1.657 -0.939 3.761
H -2.626 3.119 -2.626
H -2.868 4.188 -1.254
H -1.242 3.965 -1.934
H -3.805 3.725 0.478
H -5.893 3.541 1.736
H -6.691 1.309 2.482
H -5.310 -0.667 2.075
H -3.983 -3.763 1.623
H -4.505 -4.815 3.778
H -3.952 -3.674 5.896
H -2.844 -1.455 5.841
H -2.318 -0.400 3.681
H -1.702 -3.407 -0.419
H -2.669 -4.961 -2.069
H -4.983 -4.626 -2.885
H -6.286 -2.676 -2.108
H -5.318 -1.107 -0.474
H -1.660 4.615 0.496
H -0.531 5.860 2.251
H 1.304 4.786 3.551
H 1.926 2.456 3.050
H 2.984 -1.651 1.241
H 5.382 -1.614 0.784
H 6.520 0.520 0.257
H 5.199 2.624 0.191
H 2.815 2.604 0.701
H -0.990 1.130 3.429
H -1.253 0.546 5.793
H 0.358 -0.982 6.893
H 2.204 -1.960 5.560
H 2.480 -1.373 3.214
N -1.194 -0.427 -5.177
C -0.763 -0.371 -3.888
O -0.086 -1.298 -3.429
C -1.152 0.842 -3.119
C -1.500 0.510 -1.669
H -0.881 -1.189 -5.753
H -1.625 0.365 -5.615
H -1.962 1.366 -3.630
H -0.262 1.524 -3.091
H -0.707 -0.108 -1.251
H -2.412 -0.085 -1.678
C 2.084 1.005 -5.376
N 3.215 0.873 -4.501
C 3.309 -0.023 -3.497
Se 1.502 2.411 -1.892
N 4.447 0.326 -2.841
C 5.013 1.479 -3.346
C 6.109 2.244 -2.981
C 6.372 3.373 -3.739
C 5.570 3.727 -4.826
C 4.471 2.964 -5.186
C 4.207 1.835 -4.428
H 1.554 0.060 -5.415
H 2.419 1.279 -6.379
H 1.432 1.793 -4.980
H 4.738 -0.118 -1.986
H 6.711 1.991 -2.118
H 7.203 4.013 -3.467
H 5.803 4.621 -5.390
H 3.822 3.260 -6.000
C 1.971 -5.113 0.787
C 2.761 -4.800 -0.310
C 2.575 -3.598 -0.988
C 1.604 -2.645 -0.628
C 0.826 -3.018 0.485
C 0.993 -4.210 1.184
H 2.103 -6.048 1.319
H 3.524 -5.501 -0.637
H 3.227 -3.394 -1.839
H 0.049 -2.345 0.845
H 0.367 -4.427 2.045
*
```

Frontier orbital gap ... 5.06 eV
Electronic energy ... -173571.2328 eV
Molar mass ... 966.09 g mol⁻¹

Löwdin population analysis, charges in e, atoms 1 to 5: Ca 0.983; C -0.176; Si 0.625; C -0.213; C -0.107

---

Number 1 is which compound? C4H9NS